Computed, not measured: a 3-piece molecular cluster, C26H24Br5F3N3O4 overall at a distorted geometry, with wB97M-V/def2-TZVPD.

Calculated values
E_tot	-398359.999	eV
E_HOMO	-11.230	eV
Kohn-Sham gap	6.61	eV

The geometry in ORCA input format:
```
! RIJCOSX wB97M-V def2-TZVPD def2/J DEFGRID3
* xyz 1 1
C 3.113 0.606 2.872
C 2.035 -0.333 3.105
C 0.496 0.161 2.977
N -0.247 -0.704 1.986
N -0.301 -0.148 0.786
C -0.995 -0.976 -0.075
C -1.075 -0.405 -1.582
Br 0.720 0.473 -1.879
C -2.199 0.723 -1.697
C -1.714 2.181 -1.163
Br -3.850 0.308 -0.634
C -1.681 -2.297 0.157
Br -2.671 -3.288 -1.216
C -1.563 -2.852 1.570
N -2.127 -4.098 2.066
C -0.747 -1.904 2.448
C -0.516 -2.396 3.955
C -1.826 -2.138 4.830
C -1.755 -0.932 5.853
F -2.109 0.330 5.267
Br -0.086 -0.806 6.901
C -2.934 -1.200 6.944
F -2.536 -2.120 7.936
F -4.068 -1.729 6.270
Br -3.506 0.509 7.794
H 3.375 1.420 3.634
H 3.713 0.443 1.921
H 2.201 -1.412 3.418
H 0.580 1.237 2.595
H -0.033 0.236 3.977
H -1.126 -1.221 -2.360
H -2.505 0.874 -2.777
H -2.657 2.719 -0.793
H -1.268 2.744 -2.038
H -1.029 2.108 -0.264
H -1.328 -4.721 2.269
H -2.656 -3.920 2.939
H 0.458 -2.057 4.414
H -0.422 -3.538 3.871
H -2.064 -3.086 5.425
H -2.692 -1.952 4.100
C -0.058 -0.521 -6.534
C -0.435 -1.024 -5.359
C -1.862 -1.251 -5.044
O -2.209 -1.711 -3.966
C -2.854 -0.900 -6.081
C -2.478 -0.396 -7.257
C -1.051 -0.169 -7.573
O -0.708 0.288 -8.643
H 0.981 -0.348 -6.782
H 0.279 -1.288 -4.588
H -3.894 -1.073 -5.833
H -3.192 -0.133 -8.027
C 3.587 3.976 -1.033
C 3.525 2.752 -1.555
C 4.686 2.153 -2.248
O 4.627 1.036 -2.726
C 5.919 2.964 -2.337
C 5.982 4.189 -1.814
C 4.821 4.788 -1.122
O 4.877 5.903 -0.643
H 2.747 4.430 -0.523
H 2.631 2.143 -1.499
H 6.760 2.509 -2.847
H 6.877 4.796 -1.872
*
```

***

Computed, not measured: C26H24BrN6Re as an isolated structure at a distorted geometry, with wB97M-V/def2-TZVPD.

Calculated values
ΔE to the lowest compared entry with this formula, charge and spin	27.1	kcal per mole
⟨S²⟩	3.7845
E_tot	-108436.070	eV
E_HOMO (alpha / beta)	-16.544 / -16.896	eV
Kohn-Sham gap (alpha / beta)	6.38 / 6.17	eV

The geometry in ORCA input format:
```
! RIJCOSX wB97M-V def2-TZVPD def2/J DEFGRID3
* xyz 3 4
Re -0.272 -1.037 -1.206
C 2.483 -0.316 5.235
C 1.625 -0.093 3.989
C 1.638 1.188 3.367
C 1.165 1.309 2.094
C 0.534 0.185 1.456
N 0.103 0.252 0.143
C 0.555 1.226 -0.841
C -0.201 2.339 -1.183
C 0.402 3.404 -1.771
C 1.743 3.456 -2.064
C 2.312 4.677 -2.652
C 2.485 2.296 -1.787
C 1.940 1.231 -1.190
N 2.609 -0.040 -1.168
C 3.843 -0.264 -1.658
C 3.931 -1.583 -2.036
C 2.705 -2.082 -1.729
N 1.878 -1.138 -1.311
C 0.338 -0.971 2.170
C 0.871 -1.084 3.451
N -0.407 -2.074 1.619
C -0.865 -3.171 2.286
C -1.197 -4.156 1.407
C -0.909 -3.651 0.192
N -0.440 -2.377 0.316
H 3.264 0.382 5.181
H 3.017 -1.241 5.212
H 1.992 -0.180 6.168
H 2.035 2.050 3.837
H 1.140 2.268 1.624
H -1.253 2.397 -0.981
H -0.195 4.244 -2.003
H 3.135 5.059 -2.114
H 1.594 5.397 -2.575
H 2.682 4.544 -3.714
H 3.525 2.267 -2.146
H 4.662 0.415 -1.607
H 4.876 -2.087 -2.230
H 2.277 -3.059 -1.928
H 0.762 -2.031 4.002
H -0.922 -3.349 3.390
H -1.537 -5.142 1.725
H -0.853 -4.060 -0.799
C -5.599 -0.012 0.336
C -4.594 -0.266 -0.772
C -4.948 -0.247 -2.121
C -3.982 -0.502 -3.114
C -2.677 -0.794 -2.721
Br -1.121 -1.127 -3.759
N -2.354 -0.788 -1.420
C -3.285 -0.610 -0.461
H -5.794 -0.947 0.817
H -6.505 0.437 0.047
H -5.071 0.689 1.025
H -5.937 0.076 -2.447
H -4.230 -0.627 -4.167
H -2.970 -0.684 0.590
*
```

***

Computed, not measured: C26H24Cl4N2O7Rh as an isolated structure at a distorted geometry, with wB97M-V/def2-TZVPD.

Calculated values
ΔE to the lowest compared entry with this formula, charge and spin	74.3	kcal per mole
E_tot	-97762.355	eV
E_HOMO (alpha / beta)	-4.477 / -4.391	eV
Kohn-Sham gap (alpha / beta)	5.19 / 4.96	eV

The geometry in ORCA input format:
```
! RIJCOSX wB97M-V def2-TZVPD def2/J DEFGRID3
* xyz -1 1
Rh -0.669 -0.199 -1.307
C -1.749 -0.647 -4.546
O -2.186 -0.039 -3.354
C -2.673 1.270 -3.530
C -3.150 1.770 -2.161
O -2.103 1.980 -1.246
C -1.423 3.205 -1.400
H -2.594 -0.803 -5.232
H -1.321 -1.608 -4.265
H -0.982 -0.048 -5.050
H -3.517 1.265 -4.240
H -1.883 1.918 -3.937
H -3.760 0.985 -1.704
H -3.742 2.690 -2.286
H -2.119 4.039 -1.231
H -0.965 3.310 -2.387
H -0.639 3.210 -0.647
Cl 4.988 -3.223 -4.127
C 3.692 -2.131 -3.835
C 3.577 -0.969 -4.604
Cl 4.736 -0.647 -5.831
C 2.538 -0.085 -4.368
Cl 2.401 1.360 -5.299
C 1.572 -0.307 -3.362
O 0.635 0.508 -3.113
C 1.653 -1.562 -2.608
O 0.728 -1.861 -1.797
C 2.753 -2.414 -2.859
Cl 2.916 -3.821 -1.885
C 4.295 -0.651 3.092
C 2.930 -0.034 3.170
C 2.811 1.347 3.273
C 1.566 1.947 3.302
C 0.425 1.179 3.214
C 0.524 -0.209 3.112
N -0.593 -1.008 2.932
C -1.891 -0.539 2.970
C -2.380 0.154 4.080
C -3.697 0.563 4.123
C -4.549 0.301 3.060
C -4.073 -0.374 1.949
C -2.758 -0.807 1.897
C -2.159 -1.391 0.641
O -1.281 -2.262 0.725
O -2.574 -0.877 -0.440
C 1.787 -0.826 3.128
C 1.879 -2.323 3.071
H 5.023 0.111 2.829
H 4.320 -1.433 2.338
H 4.581 -1.085 4.052
H 3.700 1.961 3.298
H 1.481 3.023 3.352
H -0.543 1.652 3.154
H -0.479 -1.727 2.205
H -1.711 0.345 4.907
H -4.063 1.088 4.996
H -5.580 0.627 3.093
H -4.714 -0.572 1.101
H 1.939 -2.665 2.037
H 1.000 -2.776 3.528
H 2.764 -2.667 3.602
O 2.925 1.129 0.246
C 1.778 0.899 0.118
N 0.602 0.752 0.057
*
```

***

Computed, not measured: C26H24CrF2NO7P as an isolated structure at a distorted geometry, with wB97M-V/def2-TZVPD.

Calculated values
ΔE to the lowest compared entry with this formula, charge and spin	0.0	kcal per mole
⟨S²⟩	3.7989
E_tot	-86324.480	eV
E_HOMO (alpha / beta)	-5.646 / -5.802	eV
Kohn-Sham gap (alpha / beta)	8.30 / 8.47	eV

The geometry in ORCA input format:
```
! RIJCOSX wB97M-V def2-TZVPD def2/J DEFGRID3
* xyz -1 4
Cr 0.236 -0.388 0.180
O -0.989 0.605 1.896
C -0.669 1.842 2.511
C -0.357 2.909 1.464
N 0.583 2.384 0.498
C 0.319 2.833 -0.862
C -0.875 2.044 -1.448
O -1.751 2.657 -2.053
O -0.819 0.786 -1.238
C 1.981 2.454 0.857
C 2.749 1.402 0.034
O 3.889 1.638 -0.349
O 2.099 0.321 -0.191
H -1.826 0.653 1.415
H 0.207 1.640 3.127
H -1.487 2.172 3.158
H 0.003 3.823 1.962
H -1.280 3.158 0.933
H 1.186 2.601 -1.484
H 0.126 3.910 -0.924
H 2.109 2.195 1.911
H 2.436 3.437 0.675
O -3.515 -2.122 -0.082
C -2.316 -2.097 -0.325
O -1.473 -1.350 0.273
C -1.800 -3.073 -1.387
C -2.718 -4.028 -1.831
C -2.369 -4.985 -2.761
C -1.079 -5.006 -3.282
C -0.166 -4.060 -2.863
C -0.509 -3.087 -1.914
P 0.799 -1.897 -1.468
C 2.176 -2.975 -0.916
C 1.940 -4.277 -0.475
C 2.953 -5.017 0.116
C 4.215 -4.468 0.278
C 4.455 -3.166 -0.137
C 3.441 -2.418 -0.712
C 1.283 -1.196 -3.088
C 0.405 -1.221 -4.171
C 0.758 -0.630 -5.375
C 1.980 0.010 -5.506
C 2.833 0.091 -4.416
C 2.482 -0.492 -3.209
H -3.713 -3.975 -1.410
H -3.096 -5.719 -3.086
H -0.792 -5.750 -4.014
H 0.838 -4.066 -3.271
H 0.959 -4.717 -0.580
H 2.748 -6.023 0.459
H 5.004 -5.045 0.746
H 5.431 -2.721 0.013
H 3.617 -1.379 -0.957
H -0.566 -1.683 -4.075
H 0.063 -0.661 -6.205
H 2.252 0.467 -6.450
H 3.767 0.632 -4.500
H 3.124 -0.360 -2.349
F 1.589 -0.379 2.548
C 1.134 -1.409 1.697
F 0.177 -2.096 2.440
H 1.980 -2.100 1.623
*
```

***

What did the first record say?
Computed, not measured: a 3-piece molecular cluster, C26H24Br5F3N3O4 overall at a distorted geometry, with wB97M-V/def2-TZVPD.

Calculated values
E_tot	-398359.999	eV
E_HOMO	-11.230	eV
Kohn-Sham gap	6.61	eV

The geometry in ORCA input format:
```
! RIJCOSX wB97M-V def2-TZVPD def2/J DEFGRID3
* xyz 1 1
C 3.113 0.606 2.872
C 2.035 -0.333 3.105
C 0.496 0.161 2.977
N -0.247 -0.704 1.986
N -0.301 -0.148 0.786
C -0.995 -0.976 -0.075
C -1.075 -0.405 -1.582
Br 0.720 0.473 -1.879
C -2.199 0.723 -1.697
C -1.714 2.181 -1.163
Br -3.850 0.308 -0.634
C -1.681 -2.297 0.157
Br -2.671 -3.288 -1.216
C -1.563 -2.852 1.570
N -2.127 -4.098 2.066
C -0.747 -1.904 2.448
C -0.516 -2.396 3.955
C -1.826 -2.138 4.830
C -1.755 -0.932 5.853
F -2.109 0.330 5.267
Br -0.086 -0.806 6.901
C -2.934 -1.200 6.944
F -2.536 -2.120 7.936
F -4.068 -1.729 6.270
Br -3.506 0.509 7.794
H 3.375 1.420 3.634
H 3.713 0.443 1.921
H 2.201 -1.412 3.418
H 0.580 1.237 2.595
H -0.033 0.236 3.977
H -1.126 -1.221 -2.360
H -2.505 0.874 -2.777
H -2.657 2.719 -0.793
H -1.268 2.744 -2.038
H -1.029 2.108 -0.264
H -1.328 -4.721 2.269
H -2.656 -3.920 2.939
H 0.458 -2.057 4.414
H -0.422 -3.538 3.871
H -2.064 -3.086 5.425
H -2.692 -1.952 4.100
C -0.058 -0.521 -6.534
C -0.435 -1.024 -5.359
C -1.862 -1.251 -5.044
O -2.209 -1.711 -3.966
C -2.854 -0.900 -6.081
C -2.478 -0.396 -7.257
C -1.051 -0.169 -7.573
O -0.708 0.288 -8.643
H 0.981 -0.348 -6.782
H 0.279 -1.288 -4.588
H -3.894 -1.073 -5.833
H -3.192 -0.133 -8.027
C 3.587 3.976 -1.033
C 3.525 2.752 -1.555
C 4.686 2.153 -2.248
O 4.627 1.036 -2.726
C 5.919 2.964 -2.337
C 5.982 4.189 -1.814
C 4.821 4.788 -1.122
O 4.877 5.903 -0.643
H 2.747 4.430 -0.523
H 2.631 2.143 -1.499
H 6.760 2.509 -2.847
H 6.877 4.796 -1.872
*
```

***

Please write out number 3 again, unchanged.
Computed, not measured: C26H24Cl4N2O7Rh as an isolated structure at a distorted geometry, with wB97M-V/def2-TZVPD.

Calculated values
ΔE to the lowest compared entry with this formula, charge and spin	74.3	kcal per mole
E_tot	-97762.355	eV
E_HOMO (alpha / beta)	-4.477 / -4.391	eV
Kohn-Sham gap (alpha / beta)	5.19 / 4.96	eV

The geometry in ORCA input format:
```
! RIJCOSX wB97M-V def2-TZVPD def2/J DEFGRID3
* xyz -1 1
Rh -0.669 -0.199 -1.307
C -1.749 -0.647 -4.546
O -2.186 -0.039 -3.354
C -2.673 1.270 -3.530
C -3.150 1.770 -2.161
O -2.103 1.980 -1.246
C -1.423 3.205 -1.400
H -2.594 -0.803 -5.232
H -1.321 -1.608 -4.265
H -0.982 -0.048 -5.050
H -3.517 1.265 -4.240
H -1.883 1.918 -3.937
H -3.760 0.985 -1.704
H -3.742 2.690 -2.286
H -2.119 4.039 -1.231
H -0.965 3.310 -2.387
H -0.639 3.210 -0.647
Cl 4.988 -3.223 -4.127
C 3.692 -2.131 -3.835
C 3.577 -0.969 -4.604
Cl 4.736 -0.647 -5.831
C 2.538 -0.085 -4.368
Cl 2.401 1.360 -5.299
C 1.572 -0.307 -3.362
O 0.635 0.508 -3.113
C 1.653 -1.562 -2.608
O 0.728 -1.861 -1.797
C 2.753 -2.414 -2.859
Cl 2.916 -3.821 -1.885
C 4.295 -0.651 3.092
C 2.930 -0.034 3.170
C 2.811 1.347 3.273
C 1.566 1.947 3.302
C 0.425 1.179 3.214
C 0.524 -0.209 3.112
N -0.593 -1.008 2.932
C -1.891 -0.539 2.970
C -2.380 0.154 4.080
C -3.697 0.563 4.123
C -4.549 0.301 3.060
C -4.073 -0.374 1.949
C -2.758 -0.807 1.897
C -2.159 -1.391 0.641
O -1.281 -2.262 0.725
O -2.574 -0.877 -0.440
C 1.787 -0.826 3.128
C 1.879 -2.323 3.071
H 5.023 0.111 2.829
H 4.320 -1.433 2.338
H 4.581 -1.085 4.052
H 3.700 1.961 3.298
H 1.481 3.023 3.352
H -0.543 1.652 3.154
H -0.479 -1.727 2.205
H -1.711 0.345 4.907
H -4.063 1.088 4.996
H -5.580 0.627 3.093
H -4.714 -0.572 1.101
H 1.939 -2.665 2.037
H 1.000 -2.776 3.528
H 2.764 -2.667 3.602
O 2.925 1.129 0.246
C 1.778 0.899 0.118
N 0.602 0.752 0.057
*
```

***

Question: Which formula does entry 2 have?
Answer: C26H24BrN6Re

***

Question: Among the records above, which one has the highest E_tot?
Answer: C26H24CrF2NO7P